# C6H8Cl3NOS

C6H8Cl3NOS in the gas phase (ωB97M-V/def2-TZVPD, OMol25).

Results
LUMO energy = 0.29 eV
charge = 0
frontier orbital gap = 9.009 eV
E_tot = -58289.884 eV
energy relative to the best compared isomer or geometry (same formula, charge and spin) = 1.195 eV
molar mass = 248.56 g mol⁻¹

Last column: Mulliken charge in e.
CARTESIAN COORDINATES (ANGSTROEM)
O (-1.3400, 2.0691, -0.9493)  -0.608
Cl (-3.4532, 3.0766, 1.1995)  -0.122
Cl (-3.0822, 0.2667, 2.0901)  -0.135
Cl (-0.9835, 2.1419, 2.2660)  -0.141
N (-1.7292, -0.0996, -0.5752)  -0.490
C (-1.7910, 1.2341, -0.1509)  0.377
S (-0.7524, -0.4599, -2.0236)  0.135
C (-2.3335, 1.6510, 1.2246)  0.456
C (-0.6217, -2.2436, -2.0121)  -0.485
C (0.9316, -0.0948, -1.3689)  -0.422
C (0.5268, -2.5254, -1.0512)  -0.671
C (1.6030, -1.4458, -1.2740)  -0.602
H (-0.3829, -2.5905, -3.0157)  0.368
H (-1.5925, -2.7041, -1.7075)  0.385
H (0.8586, 0.3601, -0.3646)  0.257
H (1.4840, 0.5414, -2.0472)  0.419
H (0.8886, -3.5612, -1.2056)  0.355
H (0.2042, -2.5092, -0.0363)  0.336
H (2.3559, -1.4444, -0.4613)  0.322
H (2.1814, -1.6250, -2.2258)  0.268

Cartesian forces (eV/Å) of the 6 atoms listed first:
O -0.3 1.1 1.6
Cl 0.4 -1.1 -0.5
Cl -0.2 0.4 -0.5
Cl 0.5 0.1 -0.3
N -0.2 -0.9 1.4
C 1.8 -1.6 -5.1